# 1
Formula: C4BrN3
Source: the Open Molecules 2025 dataset
Level of theory: ωB97M-V/def2-TZVPD

Values from the calculation:
* HOMO (spin up / spin down): -7.4 / -10.6 eV
* gap between HOMO and LUMO (spin up / spin down): 7.16 / 6.07 eV
* multiplicity: 3
* total charge: 0

Each line ends with the Löwdin charge.
CARTESIAN COORDINATES (ANGSTROEM)
C  -1.19663  -0.07785  0.30827  -0.15
C  0.82997  -1.31955  -0.13830  -0.16
C  0.60356  1.06386  -0.23217  -0.18
C  0.07447  -0.18548  0.06708  -0.21
N  -2.31230  0.14339  0.64574  -0.33
N  1.42332  -2.29765  -0.23138  0.22
N  0.91858  2.13460  -0.20312  0.23
Br  -3.96875  0.12133  -0.16642  0.58



# 2
Formula: C4H5NO
Source: the Open Molecules 2025 dataset
Level of theory: ωB97M-V/def2-TZVPD

Values from the calculation:
* HOMO: -8.7 eV
* gap between HOMO and LUMO: 9.62 eV
* total charge: 0
* structure (SMILES): Cc1cocn1

Each line ends with the Löwdin charge.
CARTESIAN COORDINATES (ANGSTROEM)
C  0.11859  0.66099  -1.53375  -0.04
C  -0.06780  -0.00312  -0.21992  -0.35
C  0.84554  -0.60516  0.57976  -0.07
O  0.17777  -1.20555  1.62406  0.03
C  -0.98006  -0.54186  1.55956  -0.23
N  -1.30754  -0.03871  0.41606  0.15
H  -0.58879  1.48132  -1.69229  0.08
H  -0.05085  -0.09145  -2.30651  0.08
H  1.14096  1.03729  -1.62818  0.08
H  1.91358  -0.61689  0.69301  0.12
H  -1.20142  -0.07686  2.50822  0.14



# 3
Formula: C14H32BeN4O6
Source: the Open Molecules 2025 dataset
Level of theory: ωB97M-V/def2-TZVPD

Values from the calculation:
* HOMO: -7.2 eV
* gap between HOMO and LUMO: 4.50 eV
* total charge: 0

Each line ends with the Löwdin charge.
CARTESIAN COORDINATES (ANGSTROEM)
Be  2.33687  -0.23809  -0.82441  0.55
O  4.70114  -0.68014  -3.45255  -0.18
C  5.99602  -1.09777  -2.99510  -0.29
C  6.59561  -0.76976  -1.57754  -0.25
O  5.73812  -0.84532  -0.38196  -0.21
H  6.65667  -0.80904  -3.81258  0.10
H  6.01151  -2.18189  -3.10706  0.10
H  7.05448  0.21875  -1.55743  0.10
H  7.44150  -1.43753  -1.41424  0.10
C  -2.38453  0.35820  -3.71327  -0.32
O  -1.48526  0.37382  -2.80699  -0.05
N  -3.37562  1.20810  -3.79474  -0.16
C  -4.54573  1.18192  -4.65238  -0.08
C  -3.69652  2.33161  -2.80652  -0.02
H  -2.56719  -0.44180  -4.44731  0.13
H  -4.41623  0.41298  -5.41399  0.09
H  -4.72999  2.11828  -5.17906  0.08
H  -5.46657  1.05175  -4.08387  0.09
H  -3.88566  3.25600  -3.35227  0.08
H  -4.56012  2.12325  -2.17496  0.08
H  -2.84727  2.54921  -2.15882  0.08
C  0.05634  -4.94650  0.02423  -0.33
O  0.75117  -3.92966  -0.08371  -0.03
N  0.59121  -6.16366  -0.18067  -0.20
C  -0.22567  -7.34090  -0.11889  -0.08
C  2.07933  -6.37970  -0.23097  -0.01
H  -1.01851  -4.95768  0.26251  0.13
H  0.15545  -7.72843  0.82593  0.09
H  -0.00127  -8.03123  -0.93202  0.08
H  -1.30703  -7.21818  -0.17983  0.09
H  2.39041  -6.77292  0.73687  0.09
H  2.44338  -6.99785  -1.05160  0.08
H  2.58381  -5.42975  -0.40759  0.08
C  -0.39503  -0.01519  3.66784  -0.31
O  0.24824  0.24464  2.62408  -0.04
N  -1.73180  0.14780  3.82734  -0.19
C  -2.36831  -0.25801  5.06810  -0.08
C  -2.55606  0.76742  2.79084  -0.04
H  0.07973  -0.32293  4.61235  0.13
H  -1.83362  -0.74655  5.88267  0.09
H  -3.16293  -0.96309  4.82410  0.08
H  -2.94788  0.51669  5.57014  0.08
H  -2.81278  1.76065  3.15916  0.09
H  -2.04104  0.84855  1.83361  0.09
H  -3.42933  0.17650  2.51459  0.09
C  0.41910  4.57323  0.22879  -0.34
O  1.12600  3.61093  -0.04216  0.00
N  0.35221  5.27057  1.40312  -0.18
C  -0.41912  6.50032  1.67973  -0.05
C  1.37936  4.93099  2.39716  -0.06
H  -0.24274  5.04110  -0.51637  0.13
H  -1.20772  6.69311  0.95237  0.08
H  0.20937  7.39084  1.68815  0.08
H  -0.85029  6.31304  2.66316  0.08
H  2.13196  5.71946  2.39654  0.08
H  1.12566  5.06214  3.44908  0.08
H  1.85716  3.95171  2.36841  0.09



# 4
Formula: C11H25N5O16S
Source: the Open Molecules 2025 dataset
Level of theory: ωB97M-V/def2-TZVPD

Values from the calculation:
* HOMO: -10.3 eV
* gap between HOMO and LUMO: 10.29 eV
* total charge: 0
* structure (SMILES): C[N+](=O)[O-].C[N+](=O)[O-].C[N+](=O)[O-].C[N+](=O)[O-].C[N+](=O)[O-].O=S1(=O)OCCO1.O=C1CCCO1

Each line ends with the Löwdin charge.
CARTESIAN COORDINATES (ANGSTROEM)
C  11.86029  17.16830  -2.25904  0.04
N  11.91685  15.77781  -1.73774  -0.47
O  12.63308  15.54543  -0.79904  0.07
O  11.12379  15.02409  -2.23535  0.07
H  11.80068  17.07349  -3.33884  0.10
H  12.70031  17.77166  -1.94406  0.10
H  10.91607  17.58039  -1.91270  0.10
C  15.08832  9.23892  -0.03467  0.06
N  16.33850  9.96358  0.37073  -0.45
O  16.78123  9.71167  1.46453  0.07
O  16.81841  10.76920  -0.40289  0.05
H  15.17366  8.95273  -1.07176  0.08
H  14.27626  9.92362  0.20173  0.11
H  15.04540  8.43772  0.69478  0.09
C  18.80839  11.87147  -7.01414  0.05
N  18.00282  10.68575  -6.63453  -0.47
O  18.10247  9.69984  -7.30268  0.09
O  17.34023  10.78509  -5.62976  0.05
H  18.18985  12.75889  -6.98276  0.08
H  19.36339  11.66813  -7.91985  0.10
H  19.55556  11.97678  -6.22415  0.11
C  17.28322  17.66104  -6.67921  0.04
N  17.80548  16.30144  -6.94811  -0.46
O  18.95165  16.04901  -6.67836  0.07
O  17.00575  15.48175  -7.32683  0.04
H  18.13085  18.29255  -6.43598  0.10
H  16.60623  17.61475  -5.83260  0.08
H  16.81909  17.99780  -7.60060  0.10
C  14.45472  12.93542  -7.50677  0.06
N  13.83328  11.59907  -7.51379  -0.45
O  14.35966  10.74241  -6.84592  0.05
O  12.87183  11.41390  -8.21006  0.09
H  13.82431  13.69383  -7.94683  0.10
H  15.42870  12.84094  -7.97912  0.10
H  14.65917  13.19516  -6.46851  0.09
O  12.32228  11.24645  -2.16564  -0.21
S  12.01368  10.04045  -2.83853  0.60
O  10.87058  9.30143  -2.44239  -0.21
O  11.95786  10.28234  -4.40933  -0.19
C  12.34190  9.08342  -5.09793  -0.15
C  13.36024  8.41174  -4.16222  -0.15
O  13.31529  9.05509  -2.88003  -0.21
H  11.43916  8.48293  -5.21816  0.13
H  12.76831  9.33558  -6.05961  0.10
H  14.34899  8.56020  -4.59516  0.13
H  13.14943  7.34898  -4.06959  0.13
O  16.39786  15.85965  -4.14038  0.08
C  15.90150  14.80950  -3.81011  -0.49
C  16.61007  13.56713  -3.28571  -0.05
C  15.46669  12.58366  -3.05375  -0.12
C  14.17577  13.41698  -3.10248  -0.13
O  14.56969  14.71454  -3.65948  0.01
H  17.24719  13.35327  -4.13949  0.11
H  17.17099  13.94381  -2.43317  0.14
H  15.45001  11.91954  -3.91906  0.10
H  15.56627  12.03707  -2.12185  0.09
H  13.44137  13.06178  -3.82085  0.11
H  13.69380  13.59536  -2.14598  0.10



# 5
Formula: C13H42NO6
Source: the Open Molecules 2025 dataset
Level of theory: ωB97M-V/def2-TZVPD

Values from the calculation:
* HOMO: -11.9 eV
* gap between HOMO and LUMO: 7.91 eV
* total charge: +1

Each line ends with the Löwdin charge.
CARTESIAN COORDINATES (ANGSTROEM)
N  0.58882  0.74095  -1.18806  0.36
H  -0.16333  1.41437  -1.21785  0.16
H  1.49430  1.13314  -1.40345  0.16
H  0.39562  0.05894  -1.90752  0.16
H  0.66240  0.32301  -0.27154  0.16
C  5.74139  5.93938  -3.52376  -0.20
O  4.82799  5.69880  -2.50626  -0.11
H  5.43268  5.48584  -4.46562  0.07
H  5.75663  7.00186  -3.76667  0.08
H  6.74378  5.54583  -3.35513  0.08
H  4.01588  6.06053  -2.86850  0.08
C  -1.09612  -6.43353  1.79181  -0.06
C  -2.50415  -5.97407  1.48070  -0.55
C  -3.46340  -6.75979  2.31585  -0.07
O  -2.62214  -4.59747  1.62241  -0.04
H  -0.86927  -6.36184  2.85553  0.08
H  -0.37744  -5.74784  1.34300  0.07
H  -0.92022  -7.44111  1.41504  0.09
H  -2.73167  -6.14838  0.42906  0.13
H  -3.32001  -7.83846  2.25259  0.09
H  -4.48665  -6.48441  2.06045  0.08
H  -3.30538  -6.51175  3.36543  0.09
H  -3.53152  -4.30061  1.54179  0.09
C  -4.60983  6.70122  1.28220  -0.04
C  -4.38219  5.21005  0.78628  -0.45
C  -4.87241  5.06290  -0.65756  -0.07
O  -2.97236  4.90598  0.82559  -0.08
H  -4.91783  6.50682  2.30955  0.07
H  -5.49848  7.21785  0.91960  0.07
H  -3.71408  7.31915  1.21986  0.08
H  -4.96100  4.50286  1.38036  0.12
H  -5.91143  5.37492  -0.55176  0.08
H  -4.76059  4.07554  -1.10558  0.07
H  -4.31727  5.66997  -1.37266  0.08
H  -2.54568  5.14094  1.65283  0.08
C  1.33088  -3.25088  -5.78949  -0.06
C  -0.13049  -3.73278  -5.93773  -0.47
C  -0.38882  -5.23620  -5.67842  -0.04
O  -0.75632  -3.04575  -4.85874  -0.10
H  1.80709  -3.70305  -4.91952  0.07
H  1.39601  -2.18892  -5.55261  0.07
H  1.85330  -3.51091  -6.71012  0.08
H  -0.52009  -3.29679  -6.85763  0.13
H  -0.16370  -5.58776  -4.67152  0.09
H  0.25268  -5.84184  -6.31857  0.08
H  -1.40065  -5.37207  -6.06030  0.08
H  -1.66939  -3.34224  -4.85819  0.08
C  3.51574  0.74046  6.01665  -0.06
C  2.06215  0.90060  5.52585  -0.50
C  1.04826  1.64571  6.31369  -0.06
O  2.30899  1.53658  4.28133  -0.09
H  3.46287  0.04236  6.85210  0.08
H  3.86626  1.69517  6.40876  0.08
H  4.27072  0.43633  5.29166  0.08
H  1.74099  -0.10903  5.26973  0.13
H  0.59999  1.08748  7.13559  0.08
H  0.18665  1.93993  5.71438  0.08
H  1.43605  2.60843  6.64671  0.09
H  3.14984  1.99161  4.36813  0.07
O  5.60050  0.27210  -1.45561  -0.06
H  6.02523  0.83712  -0.81017  0.03
H  6.31020  -0.00726  -2.03397  0.03



# 6
Formula: C20H41N3O4
Source: the Open Molecules 2025 dataset
Level of theory: ωB97M-V/def2-TZVPD

Values from the calculation:
* HOMO: -8.8 eV
* gap between HOMO and LUMO: 9.46 eV
* total charge: 0
* structure (SMILES): C=C[C@@](C#N)(CCN)[C@@H](C#N)CCCCCOC.CCO.CCO.CCO

Each line ends with the Löwdin charge.
CARTESIAN COORDINATES (ANGSTROEM)
C  0.72558  -0.41549  2.27456  0.04
C  0.86620  0.33158  1.19445  -0.12
C  0.00901  0.19807  -0.05977  -0.39
C  0.57557  1.01788  -1.12709  -0.18
N  0.76191  1.63046  -2.08721  0.21
C  -0.11096  -1.24047  -0.57929  -0.13
C  1.14498  -1.86089  -1.18149  -0.27
N  2.25107  -2.04106  -0.25617  0.03
C  -1.43791  0.72905  0.28104  -0.24
C  -1.40154  1.83334  1.23196  -0.20
N  -1.37335  2.70903  1.98236  0.19
C  -2.27636  1.09558  -0.95767  -0.15
C  -3.77060  0.74314  -0.84044  -0.19
C  -4.40146  1.01591  0.52102  -0.21
C  -5.92034  0.85606  0.52725  -0.18
C  -6.35926  -0.51984  0.08343  -0.27
O  -7.73688  -0.65511  0.35819  -0.19
C  -8.26865  -1.92276  0.00069  -0.10
H  1.29517  -0.17395  3.15713  0.04
H  0.02737  -1.23726  2.35137  0.07
H  1.56840  1.15131  1.20324  0.11
H  -0.54225  -1.87854  0.18785  0.12
H  -0.82941  -1.22467  -1.39984  0.12
H  1.49696  -1.27525  -2.02610  0.10
H  0.82407  -2.81926  -1.60756  0.11
H  2.00570  -2.67000  0.49443  0.07
H  3.05387  -2.40160  -0.75183  0.04
H  -1.90880  -0.10446  0.79658  0.14
H  -2.17568  2.15604  -1.15908  0.12
H  -1.87938  0.53144  -1.79352  0.10
H  -3.91050  -0.29890  -1.11982  0.11
H  -4.29449  1.34798  -1.57979  0.12
H  -4.00073  0.33849  1.27485  0.11
H  -4.13789  2.02527  0.83183  0.11
H  -6.38568  1.62923  -0.07939  0.12
H  -6.25918  0.97312  1.55390  0.12
H  -6.16038  -0.67893  -0.97817  0.12
H  -5.79512  -1.26024  0.66307  0.13
H  -8.95379  -1.80046  -0.83488  0.08
H  -8.78869  -2.33267  0.86091  0.08
H  -7.48428  -2.61742  -0.29187  0.08
C  4.53882  1.66764  -0.44628  -0.09
C  4.98509  1.16817  -1.80491  -0.31
O  4.01808  0.27578  -2.35596  -0.10
H  4.37830  0.82582  0.22900  0.08
H  5.27093  2.34067  0.00268  0.07
H  3.59025  2.20187  -0.54001  0.06
H  5.91827  0.60959  -1.72722  0.11
H  5.14881  2.00697  -2.48930  0.11
H  3.19030  0.76278  -2.43368  0.05
C  6.10482  -2.99792  -4.33778  -0.09
C  4.62025  -2.81819  -4.07589  -0.32
O  4.33808  -2.63606  -2.69648  -0.10
H  6.48812  -3.85263  -3.77942  0.07
H  6.30148  -3.15615  -5.39944  0.07
H  6.66064  -2.11444  -4.01492  0.07
H  4.07009  -3.70587  -4.38722  0.11
H  4.23510  -1.96342  -4.64331  0.11
H  4.77269  -1.82491  -2.41457  0.05
C  1.45638  3.33988  4.88134  -0.09
C  0.74366  2.06181  5.27724  -0.31
O  1.56888  0.90994  5.09078  -0.11
H  1.77215  3.28899  3.83903  0.07
H  0.80386  4.20459  5.00493  0.08
H  2.34908  3.49206  5.49383  0.07
H  -0.13341  1.90915  4.65015  0.10
H  0.41385  2.11112  6.32019  0.11
H  2.35320  1.00902  5.63806  0.08



Q: The highest total charge belongs to which entry?
A: C13H42NO6